Entry 1:
{"formula": "C17H16IrN3O11P2", "method": "the ωB97M-V functional and the def2-TZVPD basis", "homo_lumo_gap_ev": [7.5, 6.2], "spin_multiplicity": 2, "mol_weight_da": 692.5, "total_charge": 1, "e_above_lowest_kj_mol": 0.00, "lumo_energy_ev": [-5.31, -6.60], "s2": 0.754, "species": ["Ir", "O", "C", "O", "C", "C", "C", "C", "C", "C", "N", "C", "C", "C", "C", "C", "C", "N", "H", "H", "H", "H", "H", "H", "H", "H", "H", "H", "O", "P", "O", "O", "O", "P", "O", "O", "O", "H", "H", "O", "C", "C", "C", "C", "O", "N", "H", "H", "H", "H"], "xyz": [[0.02, 0.39, 0.04], [3.68, 4.41, 5.31], [2.67, 3.63, 5.74], [2.33, 3.64, 6.88], [2.03, 2.71, 4.73], [1.40, 1.57, 5.24], [0.74, 0.71, 4.39], [0.67, 0.98, 3.02], [1.32, 2.10, 2.52], [1.99, 2.96, 3.37], [-0.04, 0.15, 2.11], [-0.76, -0.84, 2.48], [-1.33, -1.69, 1.46], [-2.10, -2.81, 1.72], [-2.58, -3.55, 0.65], [-2.30, -3.15, -0.64], [-1.53, -2.02, -0.85], [-1.07, -1.33, 0.18], [3.93, 4.24, 4.40], [1.44, 1.39, 6.30], [0.29, -0.18, 4.82], [1.30, 2.31, 1.46], [2.45, 3.85, 2.95], [-0.96, -1.04, 3.53], [-2.30, -3.10, 2.74], [-3.18, -4.44, 0.82], [-2.67, -3.70, -1.50], [-1.28, -1.65, -1.83], [0.09, 2.37, -2.96], [0.86, 0.98, -2.81], [1.33, 0.40, -4.06], [-0.11, 0.12, -1.92], [2.01, 1.36, -1.73], [2.88, 0.23, -0.92], [3.80, 1.16, -0.04], [3.56, -0.74, -1.76], [1.84, -0.36, 0.11], [0.42, 2.86, -3.73], [4.67, 1.27, -0.44], [-3.50, 0.35, 0.45], [-2.95, 1.38, 0.17], [-3.56, 2.73, -0.16], [-2.36, 3.67, -0.43], [-1.17, 2.80, -0.17], [0.03, 3.03, -0.17], [-1.56, 1.52, 0.11], [-4.16, 3.04, 0.69], [-4.22, 2.62, -1.01], [-2.33, 4.55, 0.21], [-2.33, 4.02, -1.47]]}

---

Entry 2:
{"formula": "C42H42N2OP", "method": "the ωB97M-V functional and the def2-TZVPD basis", "homo_lumo_gap_ev": 7.5, "mol_weight_da": 621.8, "total_charge": 1, "lumo_energy_ev": -2.93, "species": ["C", "N", "C", "O", "C", "C", "C", "C", "C", "C", "C", "C", "N", "C", "C", "C", "C", "C", "C", "C", "C", "C", "C", "C", "C", "C", "C", "H", "H", "H", "H", "H", "H", "H", "H", "H", "H", "H", "H", "H", "H", "H", "H", "H", "H", "H", "H", "H", "H", "H", "H", "H", "H", "H", "C", "C", "C", "C", "P", "C", "C", "C", "C", "C", "C", "C", "C", "C", "C", "C", "C", "C", "C", "H", "H", "H", "H", "H", "H", "H", "H", "H", "H", "H", "H", "H", "H", "H"], "xyz": [[3.95, 4.71, 1.39], [3.32, 3.75, 0.52], [4.05, 3.08, -0.42], [5.23, 3.27, -0.66], [3.15, 2.04, -1.05], [3.69, 0.63, -0.87], [3.73, 0.23, 0.60], [4.82, 0.65, 1.39], [4.82, 0.41, 2.76], [3.75, -0.29, 3.34], [2.70, -0.75, 2.55], [2.71, -0.53, 1.18], [1.86, 2.21, -0.34], [0.86, 1.29, -0.60], [-0.36, 1.08, 0.03], [-1.50, 0.29, -0.52], [-2.81, 0.75, 0.17], [-4.03, 0.75, -0.56], [-5.21, 1.27, -0.01], [-5.19, 1.91, 1.23], [-3.99, 2.03, 1.94], [-2.82, 1.43, 1.44], [1.95, 3.30, 0.68], [1.75, 2.83, 2.14], [1.26, 4.06, 2.90], [0.81, 5.13, 1.88], [1.06, 4.58, 0.47], [4.96, 4.92, 1.01], [3.37, 5.64, 1.42], [4.03, 4.34, 2.42], [3.04, 2.32, -2.12], [3.07, -0.06, -1.46], [4.71, 0.66, -1.27], [5.66, 1.14, 0.90], [5.67, 0.75, 3.36], [3.76, -0.49, 4.41], [1.86, -1.31, 2.99], [1.93, -0.96, 0.52], [1.07, 0.76, -1.55], [-0.57, 1.76, 0.86], [-1.58, 0.43, -1.77], [-4.04, 0.48, -1.61], [-6.14, 1.15, -0.56], [-6.13, 2.33, 1.65], [-3.95, 2.57, 2.89], [-1.91, 1.64, 2.00], [1.04, 1.99, 2.16], [2.71, 2.45, 2.51], [0.42, 3.80, 3.56], [2.05, 4.45, 3.56], [-0.25, 5.38, 2.03], [1.37, 6.06, 2.05], [1.62, 5.32, -0.13], [0.13, 4.30, -0.05], [1.80, -3.79, -3.42], [1.45, -2.47, -3.76], [0.50, -1.76, -2.97], [-0.12, -2.41, -1.87], [-1.60, -1.67, -1.08], [-2.93, -2.18, -2.28], [-4.30, -2.00, -1.92], [-5.33, -2.47, -2.77], [-4.99, -3.17, -3.95], [-3.66, -3.47, -4.23], [-2.63, -2.93, -3.44], [-1.94, -2.79, 0.33], [-1.13, -2.66, 1.49], [-1.10, -3.71, 2.43], [-1.93, -4.83, 2.26], [-2.73, -4.97, 1.12], [-2.74, -3.95, 0.16], [0.24, -3.74, -1.57], [1.16, -4.45, -2.35], [2.54, -4.35, -3.99], [1.91, -2.01, -4.65], [0.23, -0.75, -3.31], [-4.61, -1.55, -0.96], [-6.38, -2.30, -2.51], [-5.75, -3.52, -4.64], [-3.36, -4.11, -5.07], [-1.58, -3.18, -3.65], [-0.47, -1.79, 1.64], [-0.43, -3.67, 3.30], [-1.98, -5.62, 3.00], [-3.36, -5.84, 0.92], [-3.31, -4.06, -0.77], [-0.29, -4.26, -0.75], [1.36, -5.49, -2.10]]}

---

Entry 3:
{"formula": "C10H15N2P", "method": "the ωB97M-V functional and the def2-TZVPD basis", "homo_lumo_gap_ev": 8.8, "mol_weight_da": 194.2, "smiles": "C=CC[C@@H](C#N)[C@H](C#N)P(C)CC", "e_above_lowest_kj_mol": 119.34, "lumo_energy_ev": 0.11, "species": ["C", "C", "C", "C", "C", "N", "C", "C", "N", "P", "C", "C", "C", "H", "H", "H", "H", "H", "H", "H", "H", "H", "H", "H", "H", "H", "H", "H"], "xyz": [[-2.56, 1.81, 1.74], [-1.40, 1.20, 2.07], [-0.50, 0.51, 1.05], [0.15, 1.52, 0.10], [1.24, 2.26, 0.74], [2.23, 2.53, 1.27], [0.57, 0.99, -1.31], [-0.64, 0.99, -2.12], [-1.62, 1.00, -2.72], [1.52, -0.63, -1.47], [2.40, -0.96, 0.13], [0.24, -1.96, -1.69], [-0.38, -2.61, -0.43], [-3.52, 1.56, 2.16], [-2.58, 2.58, 0.97], [-1.10, 1.21, 3.11], [-1.19, -0.07, 0.44], [0.21, -0.14, 1.55], [-0.63, 2.27, -0.08], [1.22, 1.75, -1.75], [3.45, -1.00, -0.14], [2.23, -0.21, 0.89], [2.14, -1.95, 0.49], [0.79, -2.72, -2.23], [-0.54, -1.61, -2.36], [-1.45, -2.39, -0.41], [-0.29, -3.69, -0.50], [0.02, -2.24, 0.51]]}

---

Entry 4:
{"formula": "C18H37F3N2O8S2", "method": "the ωB97M-V functional and the def2-TZVPD basis", "homo_lumo_gap_ev": 7.6, "mol_weight_da": 530.6, "smiles": "C#CCCC[C@@]1(CCCSC(=S)N2CCOCC2)CC(=O)N[C@@H]1C(F)(F)F.O.O.O.O.O.O", "lumo_energy_ev": -1.06, "species": ["C", "C", "C", "C", "C", "C", "C", "C", "C", "S", "C", "S", "N", "C", "C", "O", "C", "C", "C", "C", "O", "N", "C", "C", "F", "F", "F", "H", "H", "H", "H", "H", "H", "H", "H", "H", "H", "H", "H", "H", "H", "H", "H", "H", "H", "H", "H", "H", "H", "H", "H", "H", "O", "H", "H", "O", "H", "H", "O", "H", "H", "O", "H", "H", "O", "H", "H", "O", "H", "H"], "xyz": [[-5.20, -0.55, 2.01], [-4.61, -1.00, 0.91], [-3.77, -1.29, -0.46], [-3.01, 0.10, -0.89], [-1.45, 0.09, -0.51], [-0.39, 0.14, -1.73], [0.62, 1.36, -1.29], [1.55, 0.98, -0.02], [1.98, 2.23, 0.92], [3.82, 2.37, 1.13], [4.59, 0.67, 1.36], [5.87, 0.31, 0.31], [4.16, -0.31, 2.39], [3.29, -1.40, 1.86], [3.83, -2.90, 2.03], [4.64, -3.16, 3.20], [5.81, -2.26, 3.01], [5.26, -0.77, 3.27], [0.32, -1.34, -1.64], [1.14, -1.24, -3.04], [2.21, -1.91, -3.31], [0.47, -0.25, -3.94], [-0.86, 0.05, -3.26], [-1.59, 1.30, -3.97], [-2.86, 0.79, -4.50], [-1.97, 2.32, -2.99], [-0.88, 1.86, -5.08], [-5.51, -0.15, 3.05], [-4.54, -1.58, -1.27], [-2.97, -2.11, -0.30], [-3.51, 0.92, -0.22], [-3.26, 0.40, -1.97], [-1.23, -0.86, 0.13], [-1.22, 0.98, 0.21], [1.34, 1.52, -2.19], [0.08, 2.35, -1.08], [2.51, 0.47, -0.45], [1.06, 0.18, 0.67], [1.51, 3.18, 0.43], [1.45, 2.15, 1.96], [3.18, -1.21, 0.71], [2.22, -1.30, 2.28], [4.37, -3.30, 1.07], [2.89, -3.59, 2.13], [6.24, -2.45, 1.96], [6.64, -2.56, 3.77], [6.17, -0.05, 3.18], [4.91, -0.71, 4.37], [-0.56, -2.08, -1.65], [0.90, -1.60, -0.68], [0.41, -0.53, -4.94], [-1.38, -0.99, -3.31], [-2.21, 0.66, 2.61], [-1.56, -0.03, 2.79], [-2.94, 0.19, 2.18], [7.21, 3.46, 1.36], [6.34, 3.88, 1.46], [7.00, 2.58, 1.02], [-1.38, -1.08, -6.74], [-1.99, -0.93, -7.47], [-1.26, -0.20, -6.35], [-5.16, 2.19, 1.56], [-6.05, 2.56, 1.53], [-4.72, 2.71, 2.24], [-6.65, -2.66, -0.83], [-7.51, -2.25, -0.74], [-6.84, -3.54, -1.17], [-5.68, 3.26, 3.98], [-5.05, 3.38, 4.70], [-6.22, 2.51, 4.26]]}

---

Entry 5:
{"formula": "H20O10", "method": "the ωB97M-V functional and the def2-TZVPD basis", "homo_lumo_gap_ev": 11.0, "mol_weight_da": 180.1, "smiles": "O.O.O.O.O.O.O.O.O.O", "e_above_lowest_kj_mol": 515.00, "lumo_energy_ev": -0.09, "species": ["H", "H", "H", "H", "H", "H", "H", "H", "H", "H", "H", "H", "H", "H", "H", "H", "H", "H", "H", "H", "O", "O", "O", "O", "O", "O", "O", "O", "O", "O"], "xyz": [[-0.69, -0.25, 0.12], [0.20, -1.20, -0.74], [-1.85, 3.71, 0.73], [-1.36, 2.67, 1.60], [2.91, -3.98, 0.52], [2.11, -2.76, 0.06], [0.28, -2.22, 2.75], [0.79, -1.41, 4.01], [-4.77, 0.05, -1.55], [-5.26, 0.91, -0.58], [-4.44, -3.41, -0.36], [-3.19, -3.78, 0.23], [2.50, -1.88, -4.09], [1.46, -1.90, -3.03], [1.15, 2.50, 0.54], [0.59, 3.67, 1.26], [3.31, 1.74, -0.24], [4.02, 0.90, 0.84], [-0.02, 2.09, -1.83], [0.00, 3.02, -0.57], [-0.16, -0.98, 0.15], [-2.06, 2.79, 1.01], [2.37, -3.32, 0.82], [-0.05, -1.66, 3.45], [-4.67, 0.97, -1.27], [-3.58, -3.08, -0.33], [2.38, -2.08, -3.11], [1.27, 3.42, 0.62], [4.23, 1.44, 0.07], [0.55, 2.68, -1.36]]}

---

Entry 6:
{"formula": "C2H7N3O", "method": "the ωB97M-V functional and the def2-TZVPD basis", "homo_lumo_gap_ev": 9.3, "mol_weight_da": 89.1, "smiles": "NNN[C@@H]1CO1", "e_above_lowest_kj_mol": 532.20, "lumo_energy_ev": 1.00, "species": ["C", "C", "N", "N", "N", "O", "H", "H", "H", "H", "H", "H", "H"], "xyz": [[1.43, -1.65, -0.36], [0.23, -0.80, -0.29], [-1.66, 1.24, 1.11], [0.51, 0.64, 0.33], [-0.57, 1.57, 0.28], [0.90, -0.98, -1.50], [2.47, -1.20, -0.04], [1.44, -2.77, -0.22], [-0.76, -0.99, -0.10], [-2.31, 1.95, 0.81], [-2.07, 0.35, 1.01], [1.23, 1.08, -0.21], [-0.83, 1.58, -0.82]]}

---

Entry 7:
{"formula": "C42H33FeN7O10", "method": "the ωB97M-V functional and the def2-TZVPD basis", "homo_lumo_gap_ev": 5.3, "mol_weight_da": 851.6, "total_charge": -2, "e_above_lowest_kj_mol": 0.00, "lumo_energy_ev": 2.97, "species": ["Fe", "O", "C", "C", "C", "N", "C", "C", "C", "O", "O", "C", "O", "O", "H", "H", "H", "C", "O", "C", "C", "C", "C", "C", "C", "C", "N", "C", "C", "N", "C", "C", "C", "C", "N", "C", "C", "N", "C", "C", "C", "C", "H", "H", "H", "H", "H", "H", "H", "H", "H", "H", "H", "H", "H", "H", "C", "N", "C", "C", "C", "O", "N", "C", "O", "H", "H", "H", "H", "H", "C", "C", "C", "C", "C", "C", "C", "C", "C", "C", "O", "O", "H", "H", "H", "H", "H", "H", "H", "H", "H", "H", "H"], "xyz": [[-0.15, 0.10, 0.03], [-6.13, -0.90, 1.35], [-4.83, -0.76, 0.92], [-3.76, -1.07, 1.74], [-2.49, -0.88, 1.24], [-2.22, -0.40, 0.02], [-3.27, -0.19, -0.80], [-4.58, -0.35, -0.37], [-3.10, 0.17, -2.31], [-4.15, 0.56, -2.87], [-1.97, -0.01, -2.79], [-1.31, -1.31, 2.11], [-1.54, -1.84, 3.20], [-0.18, -1.12, 1.57], [-6.10, -1.22, 2.25], [-3.86, -1.46, 2.75], [-5.37, -0.13, -1.08], [11.05, 6.84, -3.90], [9.73, 7.08, -4.33], [8.75, 6.27, -3.82], [7.46, 6.53, -4.26], [6.40, 5.77, -3.79], [6.61, 4.74, -2.87], [7.90, 4.50, -2.44], [8.98, 5.25, -2.90], [5.46, 3.96, -2.41], [4.22, 4.16, -2.78], [3.47, 3.22, -2.11], [4.28, 2.45, -1.31], [5.55, 2.93, -1.51], [3.80, 1.39, -0.48], [4.57, 0.56, 0.35], [3.93, -0.41, 1.08], [2.54, -0.53, 1.01], [1.82, 0.26, 0.23], [2.42, 1.19, -0.51], [1.54, 1.96, -1.37], [0.24, 1.60, -1.36], [-0.59, 2.30, -2.11], [-0.17, 3.36, -2.92], [1.16, 3.71, -2.96], [2.05, 2.99, -2.16], [11.68, 7.56, -4.42], [11.38, 5.83, -4.17], [11.15, 6.98, -2.82], [7.30, 7.33, -4.97], [5.39, 5.96, -4.13], [8.11, 3.71, -1.73], [9.97, 5.03, -2.54], [6.39, 2.59, -1.08], [5.65, 0.68, 0.40], [4.49, -1.08, 1.73], [1.99, -1.24, 1.60], [-1.62, 2.00, -2.08], [-0.91, 3.89, -3.51], [1.52, 4.51, -3.59], [-3.66, 3.55, 2.09], [-2.38, 2.92, 2.34], [-1.80, 2.91, 3.57], [-0.59, 2.38, 3.76], [0.12, 1.77, 2.62], [1.28, 1.38, 2.77], [-0.56, 1.65, 1.43], [-1.72, 2.34, 1.23], [-2.25, 2.51, 0.13], [-4.12, 3.78, 3.05], [-4.30, 2.88, 1.52], [-3.54, 4.46, 1.51], [-2.38, 3.37, 4.37], [-0.11, 2.37, 4.72], [0.98, -6.81, -4.67], [0.97, -5.46, -4.00], [1.57, -5.27, -2.77], [1.56, -4.02, -2.14], [2.18, -3.83, -0.78], [0.96, -2.94, -2.79], [0.35, -3.11, -4.03], [-0.29, -1.93, -4.71], [0.36, -4.37, -4.62], [0.97, -1.57, -2.13], [1.77, -0.74, -2.57], [0.17, -1.47, -1.16], [1.28, -7.59, -3.97], [1.69, -6.83, -5.51], [0.00, -7.06, -5.07], [2.03, -6.11, -2.26], [2.66, -4.75, -0.44], [1.42, -3.54, -0.06], [2.92, -3.03, -0.80], [-0.98, -1.40, -4.04], [-0.84, -2.25, -5.60], [0.47, -1.21, -5.00], [-0.12, -4.50, -5.58]]}

---

Entry 8:
{"formula": "C4H22NO12S2", "method": "the ωB97M-V functional and the def2-TZVPD basis", "homo_lumo_gap_ev": 8.6, "mol_weight_da": 340.3, "total_charge": -1, "lumo_energy_ev": 2.23, "species": ["C", "C", "O", "S", "O", "O", "N", "S", "O", "O", "C", "C", "O", "H", "H", "H", "H", "H", "H", "H", "H", "H", "H", "O", "H", "H", "O", "H", "H", "O", "H", "H", "O", "H", "H", "O", "H", "H", "O", "H", "H"], "xyz": [[3.17, 0.27, -0.62], [2.03, 1.22, -0.27], [1.42, 1.79, -1.44], [0.25, 0.99, -2.17], [0.46, 1.27, -3.56], [0.40, -0.40, -1.77], [-1.17, 1.59, -1.76], [-1.56, 1.78, -0.22], [-2.83, 2.48, -0.19], [-0.51, 2.39, 0.57], [-1.89, 0.16, 0.50], [-2.23, -0.99, -0.46], [-1.35, -2.10, -0.35], [4.15, 0.72, -0.43], [3.11, -0.63, -0.01], [3.11, -0.05, -1.66], [2.38, 2.08, 0.30], [1.28, 0.74, 0.35], [-1.09, -0.12, 1.18], [-2.77, 0.35, 1.12], [-3.22, -1.38, -0.20], [-2.27, -0.64, -1.49], [-0.45, -1.75, -0.39], [3.79, 2.08, -3.51], [2.87, 1.80, -3.40], [3.93, 2.08, -4.46], [-1.45, 5.63, -0.88], [-1.27, 4.81, -0.41], [-2.37, 5.53, -1.12], [-0.10, -1.52, 2.78], [-0.22, -2.47, 2.87], [0.44, -1.26, 3.53], [-1.56, -3.73, 3.76], [-1.99, -4.39, 4.31], [-2.27, -3.16, 3.42], [-3.74, -1.93, 2.76], [-4.04, -2.24, 1.90], [-4.37, -1.25, 3.02], [4.12, -3.13, -0.19], [3.22, -3.42, -0.35], [4.56, -3.21, -1.04]]}

---

The records above give, respectively, electronic energy values of -66299.224 -58545.050 -22878.616 -68439.629 -20797.275 -8700.761 -109390.618 -52237.089 eV.